1.
ORCA calculation (ωB97M-V with the def2-TZVPD basis set) on a cluster of 2 separate species, C8H18O2 in total at a distorted geometry.

Each line ends with the natural charge from an NBO analysis.
Cartesian coordinates (Å):
C1 1.5039 -0.6632 0.5650  -0.28
H1 -1.7355 2.2165 0.6215  0.18
H2 -2.0357 0.7243 1.5598  0.23
C2 1.5525 0.0524 1.9149  -0.61
O1 -0.9057 -0.8559 0.7037  -0.80
H3 -3.1189 -0.3166 -0.4445  0.25
H4 2.5399 -0.0520 2.3699  0.20
C3 -1.9523 1.1549 0.5758  0.10
O2 -0.1759 1.0712 -0.2114  -0.57
H5 -0.9357 -0.8438 -1.9440  0.21
H6 1.1435 -2.6556 1.3271  0.22
H7 0.8335 -0.7887 -2.1309  0.20
C4 -2.9691 0.7591 -0.4340  -0.69
H8 1.9786 -2.6509 -0.2323  0.20
H9 0.8091 -0.3787 2.5862  0.22
H10 1.3322 1.1142 1.8062  0.21
C5 0.0943 -0.5515 -0.0705  0.62
H11 -2.7027 1.1013 -1.4344  0.22
C6 1.8939 -2.1376 0.7267  -0.60
H12 -0.0091 2.9068 -1.0854  0.19
C7 0.0145 -1.1242 -1.4906  -0.69
H13 -0.0749 1.5538 -2.2433  0.17
H14 2.2176 -0.1890 -0.1192  0.18
H15 1.4032 1.8593 -1.2829  0.20
H16 0.0437 -2.2111 -1.4296  0.23
C8 0.3091 1.8774 -1.2705  -0.26
H17 -3.9132 1.2512 -0.1639  0.24
H18 2.8592 -2.2234 1.2304  0.21

## Properties
Calculated total energy: -465.966165 hartree
Maximum force: 1.4 eV Å⁻¹
Frontier orbital gap: 8.7 eV
HOMO: -8.2 eV
Total charge: 0



2.
ORCA calculation (ωB97M-V with the def2-TZVPD basis set) on a cluster of 2 separate species, C8H18P in total at a distorted geometry.

Each line ends with the natural charge from an NBO analysis.
Cartesian coordinates (Å):
H1 -3.1742 -1.4057 0.9471  0.29
C1 -0.8076 -0.7126 -1.6782  -0.96
C2 0.1640 -1.7017 0.8234  -0.86
C3 3.3952 -0.0655 0.4267  0.04
C4 -0.6290 1.2296 0.4289  -0.73
H2 4.6487 -1.5945 0.0680  0.23
H3 -1.2322 3.1785 -0.3429  0.26
H4 1.0903 -1.5016 0.2647  0.27
C5 -1.6193 2.1824 -0.2233  -0.64
H5 0.3730 1.3420 -0.0806  0.27
H6 2.8848 -1.6928 -0.6000  0.19
H7 -3.2923 0.2996 0.6059  0.30
H8 -0.7137 -1.7726 -1.8565  0.26
P1 -1.0896 -0.5199 0.1214  1.52
H9 2.2253 1.3905 1.4702  0.19
C6 -2.8181 -0.7036 0.2282  -1.04
H10 -0.2637 -2.6421 0.6400  0.25
C7 3.5924 -1.2490 -0.0095  -0.44
C8 3.0147 1.1547 0.7298  -0.40
H11 3.6125 1.9974 0.3470  0.21
H12 0.1699 -1.5001 1.8235  0.25
H13 -1.6625 -0.2723 -2.1895  0.26
H14 -2.3833 2.5064 0.5532  0.23
H15 -2.0005 1.8204 -1.2062  0.22
H16 -3.3333 -1.0112 -0.6519  0.29
H17 -0.4015 1.4852 1.4560  0.26
H18 0.2500 -0.2415 -2.0953  0.28

## Properties
Calculated total energy: -656.486086 hartree
Maximum force: 3.8 eV Å⁻¹
Frontier orbital gap (alpha / beta): 5.8 / 8.3 eV
Spin multiplicity: 3
HOMO (alpha / beta): -8.6 / -13.3 eV
Total charge: +1
<S²>: 2.02



3.
ORCA calculation (ωB97M-V with the def2-TZVPD basis set) on a structure of composition C8H19Cl10N3O6 at a distorted geometry.

Each line ends with the natural charge from an NBO analysis.
Cartesian coordinates (Å):
H1 0.1318 0.6737 2.0298  0.24
H2 1.2736 -0.6628 -1.7662  0.23
H3 -2.6393 0.4450 -3.5090  0.22
Cl1 -0.6270 1.3913 0.6474  0.16
H4 -0.8554 0.5441 3.5288  0.21
H5 -0.0835 -0.7923 -0.1971  0.23
Cl2 -0.5303 0.5449 -2.5813  0.11
Cl3 -1.3910 1.4469 -5.2469  -0.03
C1 0.1512 0.5350 3.1108  -0.44
C2 4.0380 0.9294 -0.7673  -0.48
H6 -0.8488 -2.6731 3.3566  0.26
O1 0.5547 -2.1211 0.9902  -0.34
H7 -3.5397 -0.4798 -0.1092  0.26
H8 4.8122 0.1875 -0.5720  0.23
O2 2.8521 0.6064 -2.6980  -0.43
Cl4 1.0845 1.7689 3.7645  0.04
N1 -1.8257 -1.5905 -0.3290  0.47
O3 -1.2947 -2.6755 -0.1333  -0.33
H9 0.1078 0.4533 -1.4068  0.13
H10 -1.1651 2.7462 3.1540  0.21
C3 -2.8720 -1.0474 0.5390  -0.52
N2 3.8894 1.0746 -2.2127  0.54
H11 -2.2551 -2.1202 2.4650  0.21
C4 -1.8561 1.2024 -3.5420  -0.39
H12 -2.4021 -0.5810 1.4050  0.28
H13 3.0376 0.6035 -0.4824  0.13
N3 -0.4276 -1.6270 1.5257  0.52
Cl5 2.0124 0.2919 0.0795  0.11
Cl6 0.1540 4.4771 1.9670  0.00
C5 -1.2543 -2.5375 2.3540  -0.48
C6 -0.8516 3.0225 2.1472  -0.37
Cl7 -2.3724 3.2637 1.1359  -0.07
H14 -3.5730 -1.8191 0.8571  0.24
H15 4.0595 1.8952 -0.2623  0.22
Cl8 0.1336 -1.4325 -3.7129  0.00
H16 2.3869 -1.4996 -2.7170  0.25
Cl9 0.7022 -1.1151 3.6214  -0.05
C7 0.2483 0.2349 -0.3482  -0.44
C8 1.3309 -1.5118 -2.4472  -0.45
O4 -0.7250 -0.4479 1.5637  -0.49
O5 -1.6038 -1.0449 -1.4515  -0.42
H17 -0.3400 2.1230 1.8048  0.15
O6 4.7731 1.6539 -2.8310  -0.35
H18 -2.2333 2.1426 -3.1397  0.23
H19 -1.2721 -3.5260 1.8950  0.26
Cl10 1.1046 -2.9527 -1.4795  -0.01

## Properties
Calculated total energy: -5532.657932 hartree
Maximum force: 14.9 eV Å⁻¹
Frontier orbital gap: 7.6 eV
HOMO: -8.8 eV
Total charge: 0